# 1
65
Properties=species:S:1:pos:R:3:forces:R:3 method="wB97M-V/def2-TZVPD" homo_ev=-17.2212 mol_weight_g_mol=782.4 charge=+3 energy_ev=-185367.48767 max_force_ev_per_a=1.42 e_lumo_ev=-10.77
H 4.043 -3.582 -5.129 -0.0051 -0.0092 -0.0003
C -1.701 1.452 -3.697 0.0040 0.0280 -0.0108
H 4.131 -1.203 -4.377 0.0072 0.0012 -0.0043
C 2.097 -0.943 -2.622 -0.0082 -0.1376 -0.0785
H 2.426 -0.722 0.475 0.0044 -0.0066 -0.0040
H 2.285 -3.555 -5.091 0.0026 -0.0062 0.0021
Cl -1.963 7.517 2.428 -0.0063 -0.0094 -0.0029
C -2.258 2.654 0.977 -0.0927 0.0195 -0.0836
Hf -0.109 0.531 1.031 -0.5478 -0.4957 1.2083
C -1.758 -2.938 5.078 -0.0172 -0.0566 -0.0028
Cl 2.176 4.161 3.130 -0.0468 0.0306 -0.0161
H -1.721 -3.420 4.105 0.0034 0.0130 -0.0070
H 2.427 -1.921 -2.261 0.0721 -0.0015 -0.0698
C 1.699 -1.477 0.794 -0.0425 0.0577 0.0530
O 0.378 2.152 1.940 0.0780 -0.0319 -0.4443
H -3.262 2.905 0.639 -0.0199 -0.0394 0.0321
C 3.183 -3.132 -4.637 0.0158 0.0106 0.0003
H 1.092 -1.410 -4.502 -0.0060 -0.0079 0.0170
Br 1.607 -4.417 3.673 0.0066 -0.0309 0.0439
H 3.218 -1.366 -5.856 -0.0008 0.0045 -0.0009
H -2.247 1.794 -4.577 -0.0218 0.0127 0.0204
H -2.255 1.843 -2.835 0.0127 0.0048 -0.0055
C 1.173 -3.328 2.221 0.0074 0.0039 0.0079
H 2.805 -0.202 -2.247 0.0288 0.0006 -0.0135
C 3.210 -1.617 -4.795 -0.0206 0.0259 0.0197
C -1.765 -0.073 -3.689 -0.0619 -0.0037 0.0808
H 0.251 1.663 -4.613 0.0020 0.0092 0.0030
C 2.019 -2.268 1.885 0.0113 0.0024 -0.0222
C -0.300 2.052 -3.756 -0.0887 -0.0708 -0.0752
N -0.729 -0.549 2.796 0.1260 0.2609 -0.3761
C -1.378 -0.680 6.177 -0.0078 -0.0015 0.0370
H -2.771 -2.976 5.471 -0.0006 0.0025 -0.0044
C -1.313 5.948 2.269 0.0513 0.0340 0.0301
H -1.014 0.318 5.949 0.0009 -0.0018 -0.0113
H -1.223 -2.960 -0.137 0.0032 -0.0139 0.0005
C 0.574 4.431 2.592 0.1062 -0.0903 0.0913
C -1.412 -0.752 -2.354 -0.0313 -0.0377 -0.0981
O -1.879 1.441 0.736 0.2050 0.0537 -0.1615
H 1.959 0.119 -4.491 -0.0416 0.0017 0.0059
H -0.608 -4.424 1.739 -0.0038 -0.0026 -0.0080
H -2.792 -0.373 -3.908 0.0101 -0.0273 -0.0275
C -0.004 5.695 2.695 -0.0574 0.0317 -0.0078
H -1.069 -3.430 5.762 0.0042 0.0076 -0.0006
C -0.158 3.391 2.055 0.0740 0.0178 -0.0146
C -2.054 4.927 1.724 -0.0153 -0.0166 -0.0072
H -2.399 -0.630 6.549 -0.0020 -0.0064 -0.0073
H 0.295 1.858 -2.858 0.0814 -0.0332 0.0973
C 0.515 -1.691 0.040 0.1284 -0.0487 0.0412
N -1.360 -1.517 4.950 0.0303 0.0995 -0.0106
H -1.155 -0.480 -4.498 0.0477 -0.0012 0.0276
H -0.346 3.135 -3.870 0.0117 0.0028 0.0350
C -1.032 -1.014 3.831 -0.0317 -0.0897 0.0562
C -1.485 3.634 1.598 0.0244 -0.0130 -0.0044
H 2.930 -2.102 2.445 0.0014 0.0034 -0.0027
Ge 0.412 -0.712 -1.701 -0.0334 -0.3654 -0.3781
H -3.065 5.108 1.380 0.0000 -0.0004 -0.0002
H 3.219 -3.450 -3.592 0.0005 0.0059 0.0007
C -0.316 -2.752 0.419 -0.0494 -0.0056 0.0077
H -1.620 -1.827 -2.422 -0.0351 0.0093 -0.0185
H 0.580 6.504 3.117 0.0085 -0.0070 0.0020
H -2.056 -0.372 -1.552 -0.0399 0.0020 -0.0169
C 2.005 -0.917 -4.155 0.0909 -0.0192 -0.0344
H -0.732 -1.147 6.917 0.0061 -0.0016 -0.0069
H 0.577 0.672 -0.850 0.0576 0.8741 0.1700
C 0.020 -3.579 1.486 0.0096 0.0587 -0.0523

# 2
9
Properties=species:S:1:pos:R:3:forces:R:3 method="wB97M-V/def2-TZVPD" homo_ev="-10.0825 / -7.4812" mol_weight_g_mol=183.9 charge=0 energy_ev=-54133.62324 max_force_ev_per_a=3.53 e_lumo_ev="-0.53 / -1.68"
C 0.997 -0.097 0.672 0.9506 3.3898 0.3088
N -1.156 -0.510 -1.554 -0.0918 0.4874 -0.0071
H 0.759 -0.963 0.224 -0.2312 -3.0960 -1.4451
Cl -1.256 -0.644 1.944 -1.2063 -0.1135 0.3677
N 0.395 0.216 1.754 0.2371 -0.8289 1.1609
Cl -0.457 -1.410 -2.781 0.1367 -0.2193 -0.1697
Cl 1.630 1.148 -0.349 0.3255 0.0946 -0.2629
Cl -1.284 1.115 -2.038 -0.1649 -0.2478 0.0884
H 0.370 1.144 2.128 0.0442 0.5338 -0.0411

# 3
13
Properties=species:S:1:pos:R:3:forces:R:3 method="wB97M-V/def2-TZVPD" homo_ev=-3.0714 mol_weight_g_mol=78.1 charge=-1 energy_ev=-7788.88289 max_force_ev_per_a=1.05 e_lumo_ev=4.67
O 0.436 1.281 -0.214 0.2802 0.2206 0.0855
O -2.203 1.507 -0.195 0.0990 0.1612 0.3509
H 1.117 0.041 -1.786 -0.4865 0.0879 -0.0833
H -0.420 -1.463 1.732 0.0630 -0.5881 -0.2908
H -1.218 1.325 -0.062 0.3378 -0.3352 -0.4616
H 0.603 -1.987 -0.621 0.6165 -0.5919 -0.1968
N 0.486 -1.217 1.337 -0.1786 0.6535 0.6092
C 1.063 0.165 -0.676 0.0221 0.0172 0.1840
H 0.478 -0.246 1.652 0.5997 0.3017 -0.0366
H -0.707 -0.916 -0.349 -0.0107 0.1456 -0.2557
H -2.147 2.463 -0.261 -0.2650 0.1504 -0.0997
H 2.156 0.114 -0.439 -0.0812 -0.0058 0.4349
C 0.355 -1.066 -0.119 -0.9962 -0.2171 -0.2401

# 4
10
Properties=species:S:1:pos:R:3:forces:R:3 method="wB97M-V/def2-TZVPD" homo_ev=-10.0236 smiles=FNCC(Cl)Cl mol_weight_g_mol=132.0 charge=0 energy_ev=-31388.42567 max_force_ev_per_a=5.00 e_lumo_ev=0.89
F -1.937 0.394 1.050 -0.1463 0.4375 -0.7053
H -0.243 -0.326 -1.522 0.9451 -0.9513 1.9832
H 1.146 0.161 1.535 -0.4962 -0.6768 -0.6480
Cl 2.204 -1.431 0.040 -0.0410 0.2517 0.3919
C -0.310 -0.400 -0.364 0.8439 0.9874 0.5063
C 1.143 -0.066 0.453 -1.6084 0.5070 -2.4730
N -1.244 0.684 -0.170 2.8941 -1.2061 3.8909
H -0.585 -1.380 0.122 -0.3295 0.8432 -1.1527
H -1.884 0.904 -0.842 -2.4045 -0.0079 -2.0057
Cl 1.710 1.460 -0.302 0.3428 -0.1847 0.2124

# 5
14
Properties=species:S:1:pos:R:3:forces:R:3 method="wB97M-V/def2-TZVPD" homo_ev=-9.6200 smiles=CCC#CCO mol_weight_g_mol=84.1 charge=0 energy_ev=-7359.35988 max_force_ev_per_a=1.09 e_lumo_ev=0.82
C -0.041 -1.081 -1.619 0.0061 0.3967 0.0036
H 0.404 2.976 0.665 -0.0633 0.0200 0.1452
H -0.940 -1.280 0.282 -0.2667 -0.4106 0.0327
H -0.890 -1.210 -2.304 -0.0486 -0.3032 0.5500
O 0.741 1.528 2.026 0.0532 -0.2624 -0.0548
H 0.745 -1.324 0.324 0.2512 -0.3969 0.0522
C -0.034 2.015 0.941 -0.1467 0.3307 -0.2839
C -0.032 1.137 -0.239 0.0196 -0.1298 -0.4682
H 0.838 -1.257 -2.255 -0.0062 -0.3026 0.5407
C -0.097 -1.769 -0.205 0.0100 0.1257 0.3144
H 0.522 0.600 2.183 -0.0214 0.2159 -0.0925
C -0.017 0.308 -1.119 0.0196 0.5741 0.4605
H -1.071 2.196 1.264 0.1734 -0.0211 -0.1224
H -0.126 -2.839 0.056 0.0198 0.1635 -1.0776

Repeat the second record exactly.
9
Properties=species:S:1:pos:R:3:forces:R:3 method="wB97M-V/def2-TZVPD" homo_ev="-10.0825 / -7.4812" mol_weight_g_mol=183.9 charge=0 energy_ev=-54133.62324 max_force_ev_per_a=3.53 e_lumo_ev="-0.53 / -1.68"
C 0.997 -0.097 0.672 0.9506 3.3898 0.3088
N -1.156 -0.510 -1.554 -0.0918 0.4874 -0.0071
H 0.759 -0.963 0.224 -0.2312 -3.0960 -1.4451
Cl -1.256 -0.644 1.944 -1.2063 -0.1135 0.3677
N 0.395 0.216 1.754 0.2371 -0.8289 1.1609
Cl -0.457 -1.410 -2.781 0.1367 -0.2193 -0.1697
Cl 1.630 1.148 -0.349 0.3255 0.0946 -0.2629
Cl -1.284 1.115 -2.038 -0.1649 -0.2478 0.0884
H 0.370 1.144 2.128 0.0442 0.5338 -0.0411